1.
Below is a structure of composition C46H60N6P2S2Ti, with properties calculated with ωB97M-V with the def2-TZVPD basis set.

Each line ends with the Löwdin charge.
Element x y z (Å)
Ti  0.816  -0.401  -0.449  0.883
C  -2.596  0.012  4.317  -0.123
C  -1.551  0.897  3.635  -0.572
C  -0.213  0.183  3.547  -0.120
P  -2.173  1.306  1.931  1.094
C  -3.545  2.535  2.401  -0.526
C  -3.815  3.537  1.280  -0.113
C  -3.451  3.302  3.721  -0.122
C  -0.916  2.445  1.214  -0.324
C  -0.564  3.589  1.934  -0.130
C  -0.129  4.756  1.331  -0.112
C  -0.148  4.802  -0.059  -0.094
C  -0.399  3.662  -0.799  -0.054
C  -0.620  2.404  -0.186  -0.331
N  -0.510  1.203  -0.884  -0.065
C  -0.536  1.276  -2.318  -0.331
C  0.532  1.866  -2.997  -0.093
C  0.585  1.927  -4.381  -0.095
C  -0.443  1.369  -5.121  -0.082
C  -1.504  0.764  -4.462  -0.096
C  -1.584  0.704  -3.072  -0.310
P  -2.896  -0.219  -2.180  1.106
C  -4.107  -0.872  -3.455  -0.546
C  -3.512  -2.051  -4.232  -0.133
C  -4.901  0.055  -4.382  -0.115
C  -3.805  1.202  -1.403  -0.571
C  -4.003  2.463  -2.244  -0.095
C  -5.102  0.702  -0.770  -0.119
H  -2.274  -0.249  5.330  0.080
H  -3.571  0.495  4.390  0.063
H  -2.735  -0.909  3.748  0.041
H  -1.419  1.812  4.219  0.087
H  -0.263  -0.632  2.821  0.034
H  0.569  0.869  3.225  0.060
H  0.078  -0.235  4.517  0.088
H  -4.415  1.872  2.467  0.092
H  -3.006  4.267  1.206  0.074
H  -3.911  3.058  0.312  0.025
H  -4.741  4.081  1.482  0.084
H  -3.344  2.660  4.594  0.055
H  -2.625  4.014  3.716  0.065
H  -4.368  3.884  3.857  0.078
H  -0.692  3.575  3.010  0.093
H  0.126  5.628  1.919  0.097
H  0.057  5.730  -0.579  0.103
H  -0.368  3.734  -1.875  0.100
H  1.345  2.284  -2.412  0.111
H  1.428  2.399  -4.872  0.105
H  -0.424  1.400  -6.203  0.101
H  -2.289  0.321  -5.057  0.077
H  -4.834  -1.317  -2.764  0.093
H  -2.803  -1.731  -4.996  0.061
H  -2.995  -2.746  -3.571  0.050
H  -4.311  -2.598  -4.740  0.076
H  -4.275  0.749  -4.942  0.062
H  -5.457  -0.546  -5.107  0.075
H  -5.629  0.645  -3.828  0.054
H  -3.124  1.444  -0.583  0.022
H  -4.634  2.289  -3.113  0.053
H  -4.485  3.244  -1.650  0.069
H  -3.051  2.859  -2.597  0.070
H  -5.848  0.442  -1.524  0.065
H  -4.919  -0.178  -0.148  0.068
H  -5.540  1.479  -0.137  0.070
C  3.192  3.088  1.524  -0.038
C  3.843  2.472  2.580  -0.046
C  3.620  1.128  2.819  -0.005
C  2.739  0.420  2.005  -0.272
N  2.100  1.030  0.992  0.052
C  2.332  2.322  0.760  -0.109
C  2.462  -1.032  2.146  -0.231
C  3.042  -1.773  3.178  -0.039
C  2.798  -3.132  3.282  -0.090
C  1.972  -3.747  2.350  -0.102
C  1.389  -2.993  1.336  -0.153
C  1.604  -1.617  1.196  -0.146
H  3.329  4.135  1.297  0.110
H  4.521  3.031  3.212  0.111
H  4.129  0.634  3.633  0.103
H  1.794  2.766  -0.067  0.098
H  3.687  -1.305  3.910  0.097
H  3.257  -3.707  4.077  0.100
H  1.782  -4.813  2.412  0.106
H  0.726  -3.487  0.638  0.062
S  -2.286  -2.254  1.109  0.674
C  -2.329  -3.194  2.463  -0.849
N  -1.189  -3.318  3.244  0.066
C  -1.128  -4.017  4.391  -0.077
C  -2.239  -4.649  4.844  -0.058
C  -3.391  -4.520  4.027  -0.133
N  -3.451  -3.850  2.914  0.068
H  -0.355  -2.870  2.881  0.084
H  -0.168  -4.029  4.888  0.129
H  -2.244  -5.218  5.759  0.097
H  -4.310  -5.015  4.330  0.111
C  0.105  -2.451  -3.787  -0.041
C  0.370  -2.837  -2.327  -0.673
C  -0.783  -3.711  -1.826  -0.070
C  1.691  -3.612  -2.247  -0.036
N  0.445  -1.646  -1.511  -0.082
H  -0.064  -3.344  -4.394  0.089
H  0.954  -1.913  -4.212  0.067
H  -0.771  -1.811  -3.855  0.042
H  -0.924  -4.570  -2.486  0.086
H  -1.703  -3.128  -1.784  0.032
H  -0.591  -4.078  -0.818  0.050
H  1.639  -4.516  -2.859  0.086
H  1.912  -3.900  -1.219  0.065
H  2.518  -2.999  -2.614  0.066
S  5.259  -0.547  -2.056  1.061
C  4.160  -0.433  -3.363  -0.367
C  2.904  -0.265  -2.893  -0.235
N  2.803  -0.203  -1.520  -0.068
C  3.977  -0.341  -0.964  -0.445
H  4.479  -0.508  -4.388  0.075
H  2.008  -0.179  -3.483  0.090
H  4.135  -0.348  0.102  0.077

Output
DFT total energy = -4445.97558 a.u.
spin multiplicity = 1
gap between HOMO and LUMO = 0.255 Eh
energy relative to the best compared isomer or geometry (same formula, charge and spin) = 17.3 kcal per mole
maximum force = 0.00390 hartree/bohr

2.
Below is a structure of composition C46H61AsCuGe2OP2, with properties calculated with ωB97M-V with the def2-TZVPD basis set.

Each line ends with the Löwdin charge.
Element x y z (Å)
Cu  0.156  0.610  1.182  0.020
C  -4.443  -2.875  -0.617  -0.163
C  -3.667  -1.549  -0.764  -0.363
Ge  -1.725  -1.804  -0.549  0.832
C  -1.498  -2.702  1.164  -0.350
C  -1.499  -4.237  0.983  -0.161
C  -1.213  -2.974  -2.042  -0.226
C  -0.641  -2.207  -2.993  -0.335
Ge  -0.532  -0.410  -2.201  0.889
C  1.226  0.381  -1.876  -0.372
C  2.323  0.173  -2.941  -0.147
C  -1.606  1.010  -2.970  -0.357
C  -0.974  1.669  -4.217  -0.153
C  -0.249  -2.630  -4.378  -0.226
C  -0.576  -3.897  -4.872  -0.040
C  -0.206  -4.284  -6.153  -0.077
C  0.498  -3.407  -6.977  -0.087
C  0.815  -2.138  -6.512  -0.076
C  0.435  -1.757  -5.227  -0.060
H  -5.497  -2.757  -0.884  0.068
H  -4.407  -3.253  0.413  0.060
H  -4.029  -3.657  -1.263  0.064
H  -4.039  -0.825  -0.040  0.001
H  -3.834  -1.116  -1.755  0.057
H  -2.309  -2.371  1.820  0.055
H  -0.577  -2.375  1.638  -0.014
H  -2.443  -4.598  0.559  0.060
H  -1.353  -4.747  1.941  0.075
H  -0.701  -4.561  0.311  0.047
H  -1.402  -4.051  -2.189  0.064
H  1.560  -0.001  -0.917  -0.007
H  1.029  1.445  -1.749  0.005
H  2.482  -0.885  -3.171  0.065
H  3.284  0.586  -2.604  0.064
H  2.074  0.676  -3.881  0.060
H  -1.722  1.752  -2.169  0.030
H  -2.600  0.612  -3.194  0.059
H  0.018  2.085  -3.993  0.052
H  -1.591  2.495  -4.586  0.070
H  -0.859  0.955  -5.040  0.061
H  -1.135  -4.588  -4.247  0.103
H  -0.473  -5.272  -6.515  0.105
H  0.786  -3.710  -7.978  0.104
H  1.355  -1.443  -7.148  0.105
H  0.665  -0.757  -4.878  0.067
C  3.313  1.291  2.095  -0.269
C  3.046  2.198  0.872  -0.314
P  1.253  2.543  0.682  1.024
C  1.123  3.490  -0.873  -0.390
C  2.201  3.748  -1.713  -0.089
C  2.025  4.515  -2.866  -0.061
C  0.772  5.021  -3.187  -0.073
C  -0.316  4.751  -2.361  -0.074
C  -0.140  3.988  -1.214  -0.105
C  1.020  3.829  1.964  -0.345
C  1.561  5.113  1.846  -0.074
C  1.362  6.051  2.849  -0.065
C  0.626  5.717  3.986  -0.071
C  0.092  4.443  4.117  -0.078
C  0.288  3.505  3.105  -0.119
C  3.354  -0.210  1.764  -0.307
P  1.689  -1.017  1.801  1.032
C  2.052  -2.656  1.078  -0.337
C  1.551  -3.828  1.649  -0.116
C  1.765  -5.059  1.040  -0.082
C  2.474  -5.137  -0.151  -0.067
C  2.979  -3.978  -0.729  -0.066
C  2.767  -2.749  -0.121  -0.089
C  1.475  -1.329  3.584  -0.363
C  0.345  -0.809  4.218  -0.093
C  0.155  -0.988  5.589  -0.072
C  1.090  -1.701  6.325  -0.071
C  2.214  -2.233  5.697  -0.065
C  2.406  -2.046  4.337  -0.088
H  2.558  1.474  2.866  0.089
H  4.264  1.577  2.539  0.113
H  3.406  1.725  -0.047  0.075
H  3.567  3.146  0.981  0.089
H  3.187  3.356  -1.482  0.102
H  2.872  4.717  -3.511  0.110
H  0.641  5.627  -4.078  0.112
H  -1.301  5.133  -2.616  0.113
H  -0.990  3.779  -0.568  0.101
H  2.130  5.385  0.961  0.112
H  1.778  7.049  2.746  0.111
H  0.474  6.453  4.770  0.110
H  -0.472  4.180  5.007  0.107
H  -0.117  2.503  3.202  0.076
H  3.986  -0.735  2.472  0.082
H  3.787  -0.368  0.775  0.073
H  0.987  -3.788  2.574  0.108
H  1.367  -5.957  1.497  0.115
H  2.635  -6.098  -0.627  0.110
H  3.541  -4.028  -1.656  0.111
H  3.183  -1.862  -0.591  0.090
H  -0.399  -0.278  3.629  0.072
H  -0.722  -0.578  6.077  0.104
H  0.946  -1.847  7.390  0.110
H  2.939  -2.800  6.271  0.111
H  3.285  -2.469  3.858  0.114
C  -4.031  1.944  0.100  -0.179
As  -3.271  1.274  1.721  1.010
C  -3.176  2.789  2.879  -0.202
C  -4.490  0.090  2.584  -0.183
O  -1.826  0.489  1.436  -0.578
H  -5.095  1.718  0.067  0.052
H  -3.528  1.471  -0.740  0.018
H  -3.887  3.022  0.072  0.042
H  -4.202  3.137  3.025  0.055
H  -2.586  3.579  2.426  0.036
H  -2.752  2.506  3.837  0.043
H  -5.511  0.445  2.450  0.054
H  -4.243  0.073  3.638  0.045
H  -4.384  -0.907  2.162  0.029

Output
DFT total energy = -10577.29178 a.u.
spin multiplicity = 1
gap between HOMO and LUMO = 0.303 Eh
maximum force = 0.01355 hartree/bohr
total charge = +1

3.
Below is a structure of composition C46H61N3P3SSiZn, with properties calculated with ωB97M-V with the def2-TZVPD basis set.

Each line ends with the Löwdin charge.
Element x y z (Å)
Zn  -0.570  -0.902  0.044  0.420
C  1.131  -1.036  4.445  -0.123
C  0.394  0.163  3.845  -0.537
C  0.133  1.220  4.913  -0.096
P  -1.081  -0.282  2.802  1.048
C  -2.408  -0.830  3.981  -0.550
C  -3.750  -1.006  3.269  -0.111
C  -2.028  -2.184  4.590  -0.114
C  -1.600  1.402  2.247  -0.384
C  -2.647  2.065  2.890  -0.110
C  -3.116  3.288  2.439  -0.071
C  -2.531  3.880  1.329  -0.073
C  -1.464  3.252  0.704  -0.099
C  -0.966  2.019  1.139  -0.316
Si  0.468  1.163  0.209  0.569
C  0.648  1.924  -1.525  -0.308
C  1.219  3.198  -1.611  -0.106
C  1.443  3.825  -2.825  -0.067
C  1.110  3.172  -4.001  -0.067
C  0.550  1.906  -3.946  -0.106
C  0.314  1.266  -2.726  -0.369
P  -0.572  -0.341  -2.645  1.062
C  0.211  -1.574  -3.803  -0.530
C  0.929  -1.062  -5.049  -0.109
C  1.145  -2.489  -3.006  -0.134
C  -2.226  0.069  -3.401  -0.532
C  -2.696  1.424  -2.865  -0.110
C  -2.335  0.035  -4.923  -0.106
C  2.077  1.713  1.050  -0.314
C  2.070  2.721  2.017  -0.102
C  3.252  3.237  2.529  -0.065
C  4.469  2.759  2.066  -0.065
C  4.496  1.753  1.111  -0.086
C  3.314  1.212  0.607  -0.372
P  3.276  -0.160  -0.614  1.074
C  4.679  0.239  -1.751  -0.567
C  4.887  -0.923  -2.721  -0.117
C  4.350  1.524  -2.509  -0.110
C  3.910  -1.592  0.405  -0.548
C  5.381  -1.583  0.811  -0.104
C  3.028  -1.721  1.646  -0.155
H  2.163  -0.755  4.663  0.082
H  1.151  -1.897  3.775  0.059
H  0.683  -1.345  5.388  0.064
H  1.053  0.601  3.089  0.060
H  -0.555  0.851  5.677  0.077
H  -0.283  2.136  4.494  0.067
H  1.069  1.475  5.416  0.085
H  -2.521  -0.102  4.789  0.099
H  -4.110  -0.108  2.769  0.058
H  -4.504  -1.318  3.994  0.089
H  -3.671  -1.799  2.522  0.063
H  -1.826  -2.912  3.798  0.072
H  -2.861  -2.563  5.184  0.083
H  -1.155  -2.141  5.234  0.052
H  -3.114  1.624  3.761  0.096
H  -3.933  3.776  2.954  0.108
H  -2.894  4.831  0.961  0.108
H  -1.006  3.731  -0.154  0.095
H  1.509  3.711  -0.699  0.107
H  1.882  4.814  -2.854  0.111
H  1.282  3.644  -4.959  0.110
H  0.288  1.422  -4.874  0.078
H  -0.650  -2.174  -4.123  0.101
H  1.777  -0.430  -4.778  0.073
H  0.276  -0.498  -5.713  0.058
H  1.316  -1.912  -5.615  0.084
H  1.925  -1.910  -2.507  0.029
H  1.624  -3.211  -3.671  0.085
H  0.595  -3.041  -2.244  0.039
H  -2.884  -0.709  -2.995  0.091
H  -2.201  2.234  -3.402  0.083
H  -2.465  1.555  -1.807  0.047
H  -3.773  1.532  -2.997  0.087
H  -1.719  0.807  -5.383  0.068
H  -3.369  0.232  -5.216  0.086
H  -2.054  -0.930  -5.343  0.067
H  1.125  3.120  2.368  0.101
H  3.224  4.021  3.274  0.108
H  5.397  3.169  2.445  0.107
H  5.453  1.398  0.753  0.097
H  5.597  0.391  -1.177  0.092
H  3.985  -1.095  -3.315  0.058
H  5.135  -1.855  -2.210  0.065
H  5.700  -0.698  -3.414  0.084
H  3.412  1.422  -3.061  0.062
H  5.141  1.752  -3.225  0.084
H  4.246  2.375  -1.835  0.070
H  3.736  -2.462  -0.243  0.089
H  5.588  -0.755  1.490  0.070
H  6.053  -1.505  -0.043  0.066
H  5.628  -2.506  1.341  0.083
H  3.263  -0.929  2.359  0.077
H  3.196  -2.676  2.151  0.087
H  1.963  -1.625  1.414  0.025
N  -4.142  -3.011  -0.109  0.200
C  -4.841  -1.812  -0.149  -0.179
C  -6.201  -1.528  -0.192  -0.003
C  -6.548  -0.194  -0.147  -0.063
C  -5.579  0.820  -0.046  -0.055
C  -4.232  0.533  -0.006  -0.017
C  -3.867  -0.811  -0.080  -0.220
N  -2.617  -1.409  -0.016  0.098
C  -2.828  -2.702  -0.022  -0.270
C  -1.706  -3.624  0.109  -0.296
C  -1.686  -4.979  0.211  -0.306
S  -0.077  -5.520  0.405  1.112
C  0.475  -3.914  0.331  -0.427
N  -0.466  -3.029  0.177  -0.029
H  -4.540  -3.934  -0.132  0.172
H  -6.949  -2.306  -0.246  0.116
H  -7.594  0.080  -0.175  0.110
H  -5.903  1.850  0.014  0.113
H  -3.488  1.309  0.112  0.093
H  -2.511  -5.671  0.196  0.086
H  1.522  -3.660  0.397  0.079

Output
DFT total energy = -5444.73167 a.u.
spin multiplicity = 1
gap between HOMO and LUMO = 0.232 Eh
energy relative to the best compared isomer or geometry (same formula, charge and spin) = 0.0 kcal per mole
maximum force = 0.00443 hartree/bohr
total charge = +1